# 1
{
  "formula": "C19H22BrHfN4OS",
  "method": "ωB97M-V with the def2-TZVPD basis set",
  "symbols": ["Hf", "C", "C", "C", "C", "C", "Br", "N", "C", "H", "H", "H", "H", "H", "H", "O", "C", "C", "C", "C", "C", "C", "C", "C", "N", "H", "H", "H", "H", "H", "H", "H", "H", "H", "H", "H", "C", "C", "C", "C", "N", "C", "S", "N", "H", "H", "H", "H", "H"],
  "xyz": [[0.05193, -0.35266, 0.17729], [-4.11788, 3.46287, 1.65221], [-3.72305, 2.05863, 1.29366], [-4.65914, 1.03109, 1.17947], [-4.27917, -0.26409, 0.83185], [-2.93878, -0.45362, 0.62426], [-2.24211, -2.16513, 0.12046], [-1.99852, 0.48660, 0.72276], [-2.39587, 1.73508, 1.05010], [-5.19522, 3.54126, 1.77640], [-3.81833, 4.15869, 0.86807], [-3.64389, 3.77118, 2.58425], [-5.70731, 1.23988, 1.35843], [-4.99334, -1.06879, 0.72819], [-1.61683, 2.48514, 1.09961], [-0.09979, -1.10957, 2.29413], [0.97182, -1.15949, 3.33892], [1.61413, 0.19784, 3.42287], [2.06697, 0.74203, 2.06414], [2.84458, -0.25363, 1.24269], [4.21669, -0.37247, 1.31687], [4.84159, -1.38673, 0.60156], [4.08046, -2.26031, -0.16854], [2.71786, -2.08135, -0.21406], [2.10677, -1.08911, 0.47274], [-0.83072, -1.69580, 2.54012], [1.65425, -1.94831, 3.02957], [0.48495, -1.44069, 4.26876], [2.48387, 0.10305, 4.07828], [0.94620, 0.91616, 3.89898], [2.64040, 1.66258, 2.18387], [1.18610, 1.15321, 1.50915], [4.78678, 0.31704, 1.92554], [5.91800, -1.49570, 0.64627], [4.53925, -3.06316, -0.72820], [2.08715, -2.72759, -0.81204], [0.06834, 0.50777, -5.95511], [0.03522, 0.03259, -4.55108], [-0.23196, -1.31305, -4.21318], [-0.25465, -1.65910, -2.89585], [-0.00908, -0.71794, -1.94331], [0.24094, 0.55202, -2.35610], [0.57952, 1.70842, -1.03607], [0.25969, 0.95600, -3.59677], [-0.03068, -0.30159, -6.67252], [0.99850, 1.05463, -6.11789], [-0.74775, 1.22159, -6.09844], [-0.42166, -2.04921, -4.98120], [-0.46622, -2.66626, -2.56110]],
  "total_charge": 3,
  "lumo_energy_ev": -10.16,
  "mol_weight_g_mol": 612.9,
  "homo_energy_ev": -18.43,
  "relative_energy_ev": 0.000,
  "total_energy_ha": -4050.87168
}


# 2
{
  "formula": "C19H22BrN3O3S2",
  "method": "ωB97M-V with the def2-TZVPD basis set",
  "symbols": ["O", "C", "C", "N", "C", "O", "C", "C", "C", "C", "C", "C", "C", "Br", "C", "S", "C", "S", "N", "C", "C", "C", "N", "C", "C", "O", "C", "C", "H", "H", "H", "H", "H", "H", "H", "H", "H", "H", "H", "H", "H", "H", "H", "H", "H", "H", "H", "H", "H", "H"],
  "xyz": [[0.51561, -1.00382, -0.06718], [-0.61046, -0.89593, 0.36210], [-0.88987, -0.93518, 1.87844], [0.23809, -0.35501, 2.56193], [1.11472, -1.13141, 3.29433], [0.93057, -2.29881, 3.54209], [2.25934, -0.31721, 3.74342], [3.24179, -0.87933, 4.47649], [4.44543, -0.31039, 5.02634], [5.31818, -1.15463, 5.72682], [6.48763, -0.66836, 6.27549], [6.82045, 0.67042, 6.14538], [5.95732, 1.50693, 5.45497], [6.39846, 3.35098, 5.27170], [4.78392, 1.04025, 4.89741], [2.08023, 1.32571, 3.17063], [0.56815, 0.94678, 2.36199], [-0.33022, 2.01668, 1.52432], [-1.71198, -0.77305, -0.39723], [-1.63591, -0.57910, -1.82925], [-1.78828, 0.89484, -2.20698], [-1.77548, 1.06672, -3.72514], [-2.85355, 0.32139, -4.35452], [-4.13361, 1.00478, -4.27478], [-5.22259, 0.09378, -4.84129], [-4.95582, -0.25788, -6.17736], [-3.70360, -0.89356, -6.27648], [-2.57945, -0.00433, -5.74397], [-0.96071, -1.97445, 2.21330], [-1.79925, -0.38629, 2.13431], [3.09024, -1.93539, 4.67541], [5.06765, -2.19925, 5.83348], [7.15041, -1.33086, 6.81084], [7.73174, 1.05995, 6.57141], [4.13724, 1.72200, 4.36930], [-2.59644, -0.56999, 0.04101], [-2.41900, -1.16321, -2.31729], [-0.65907, -0.94749, -2.14692], [-0.96703, 1.46793, -1.77433], [-2.71979, 1.28203, -1.78989], [-1.82282, 2.13988, -3.97513], [-0.83030, 0.67473, -4.10784], [-4.36160, 1.23148, -3.23268], [-4.11934, 1.95049, -4.84648], [-6.18876, 0.60129, -4.84433], [-5.28752, -0.81513, -4.22317], [-3.55393, -1.11349, -7.33470], [-3.71699, -1.83383, -5.70441], [-1.63291, -0.54528, -5.80246], [-2.51088, 0.90363, -6.36909]],
  "lumo_energy_ev": -0.99,
  "mol_weight_g_mol": 484.4,
  "homo_energy_ev": -8.59,
  "smiles": "O=C(CN1C(=O)/C(=C/c2cccc(Br)c2)SC1=S)NCCCN1CCOCC1",
  "total_energy_ha": -4497.61867
}


# 3
{
  "formula": "C19H22ClMnN",
  "method": "ωB97M-V with the def2-TZVPD basis set",
  "symbols": ["C", "C", "C", "H", "C", "C", "H", "H", "H", "H", "Mn", "Cl", "C", "C", "C", "H", "C", "C", "H", "H", "H", "H", "C", "N", "C", "C", "C", "C", "C", "C", "C", "C", "H", "H", "H", "H", "H", "H", "H", "H", "H", "H", "H", "H"],
  "xyz": [[-0.50034, 0.10345, 2.29727], [-0.89813, 1.40433, 1.87214], [0.25472, 2.03115, 1.21851], [-1.75973, 1.94051, 2.23843], [1.18915, 0.96245, 0.95089], [0.74319, -0.19757, 1.72591], [1.33934, -1.09190, 1.94131], [-0.95652, -0.51372, 3.07021], [0.24658, 3.05697, 0.84198], [2.16635, 0.99177, 0.45403], [-0.64147, 0.78837, -0.27370], [0.35461, -1.04453, -1.11468], [-1.09802, 2.43487, -3.14812], [0.06586, 3.11323, -2.69381], [-0.31931, 3.98614, -1.62442], [1.04356, 3.12755, -3.20208], [-1.72273, 3.84578, -1.42649], [-2.21073, 2.93475, -2.40951], [-3.27101, 2.78189, -2.66871], [-1.16832, 1.76728, -4.02022], [0.30954, 4.78071, -1.18790], [-2.34798, 4.45812, -0.75536], [-2.41306, -4.86943, 1.54520], [-2.63356, -3.77016, 0.63369], [-2.43671, -4.08679, -0.76123], [-2.15592, -2.47396, 1.07252], [-3.04916, -1.42531, 0.47444], [-4.45119, -1.72828, 0.43152], [-5.32797, -0.91728, -0.28058], [-4.79033, 0.22129, -0.91888], [-3.42849, 0.53531, -0.78886], [-2.55256, -0.25347, -0.09518], [-2.99314, -5.71855, 1.15131], [-2.77834, -4.57450, 2.54823], [-1.34942, -5.18328, 1.61630], [-2.93317, -3.32301, -1.37925], [-1.36616, -4.11481, -1.04453], [-2.87642, -5.08177, -0.92407], [-2.22745, -2.40150, 2.17500], [-1.09410, -2.30279, 0.80308], [-4.81456, -2.64236, 0.94095], [-6.40078, -1.15655, -0.32234], [-5.43556, 0.88110, -1.50501], [-3.07072, 1.47553, -1.20885]],
  "total_charge": -2,
  "multiplicity": 6,
  "lumo_energy_ev": [5.13, 5.12],
  "mol_weight_g_mol": 354.8,
  "homo_energy_ev": [0.53, -0.60],
  "relative_energy_ev": 1.189,
  "total_energy_ha": -2403.03685
}


# 4
{
  "formula": "C19H22ClN3O3",
  "method": "ωB97M-V with the def2-TZVPD basis set",
  "symbols": ["C", "C", "O", "C", "O", "C", "C", "C", "C", "C", "C", "C", "Cl", "C", "C", "C", "C", "N", "C", "O", "C", "C", "N", "N", "C", "C", "H", "H", "H", "H", "H", "H", "H", "H", "H", "H", "H", "H", "H", "H", "H", "H", "H", "H", "H", "H", "H", "H"],
  "xyz": [[3.42612, 0.29418, 2.77882], [2.87134, -0.59116, 1.67295], [1.66524, -0.05327, 1.12381], [1.79248, 0.88300, 0.18285], [2.84761, 1.32139, -0.19245], [0.44259, 1.31328, -0.38764], [0.20473, 0.46694, -1.66861], [0.70827, -0.93922, -1.50163], [2.02360, -1.25997, -1.82198], [2.51480, -2.53154, -1.58731], [1.70759, -3.50617, -1.02569], [0.39276, -3.19075, -0.72939], [-0.64179, -4.38960, -0.03328], [-0.11315, -1.92572, -0.97371], [0.51878, 2.81047, -0.72069], [-0.83597, 3.33837, -1.17775], [-1.88293, 3.04151, -0.10905], [-1.92930, 1.62305, 0.18400], [-3.07403, 0.93795, -0.07664], [-4.03115, 1.47162, -0.61192], [-3.14573, -0.48230, 0.32698], [-3.73917, -1.50422, -0.44982], [-3.75705, -2.64493, 0.20093], [-3.21425, -2.39503, 1.38740], [-2.82898, -1.11079, 1.51766], [-0.67988, 1.07156, 0.64061], [4.30487, -0.17382, 3.21256], [2.68043, 0.43900, 3.55689], [3.70782, 1.26202, 2.37180], [3.60448, -0.69957, 0.86761], [2.59004, -1.57528, 2.05267], [0.73286, 0.94030, -2.49772], [-0.86371, 0.46086, -1.88925], [2.66846, -0.50555, -2.24759], [3.53791, -2.76797, -1.83818], [2.08769, -4.49582, -0.82812], [-1.15016, -1.71703, -0.76538], [1.28240, 2.97621, -1.48132], [0.83062, 3.35021, 0.17768], [-1.13036, 2.86760, -2.11608], [-0.78011, 4.41482, -1.34239], [-2.87884, 3.33819, -0.44193], [-1.63511, 3.58052, 0.81372], [-4.12749, -1.42578, -1.44459], [-3.12621, -3.13810, 2.06291], [-2.39931, -0.73647, 2.42483], [-0.77814, 0.00265, 0.81703], [-0.40066, 1.55437, 1.58642]],
  "lumo_energy_ev": 0.53,
  "mol_weight_g_mol": 375.9,
  "homo_energy_ev": -9.15,
  "relative_energy_ev": 0.171,
  "smiles": "CCOC(=O)[C@]1(Cc2cccc(Cl)c2)CCCN(C(=O)c2cn[nH]c2)C1",
  "total_energy_ha": -1587.44009
}


# 5
{
  "formula": "C19H22F4N2O3S2SeTi",
  "method": "ωB97M-V with the def2-TZVPD basis set",
  "symbols": ["Ti", "C", "N", "C", "C", "C", "N", "C", "C", "F", "C", "F", "C", "C", "F", "C", "F", "H", "H", "H", "H", "H", "H", "H", "H", "H", "H", "H", "O", "S", "O", "O", "S", "C", "C", "C", "C", "C", "C", "Se", "C", "C", "C", "H", "H", "H", "H", "H", "H", "H", "H", "H", "H", "H"],
  "xyz": [[0.64945, 0.03836, -1.33614], [1.82226, 2.09574, -3.12863], [1.38676, 2.04149, -1.70618], [2.48374, 2.50640, -0.84438], [0.22336, 2.91391, -1.47577], [-0.95756, 2.42936, -2.29316], [-0.89987, 0.95706, -2.27039], [-1.99226, 0.24908, -2.80307], [-1.91829, -1.13959, -2.74355], [-0.79288, -1.65182, -2.21869], [-2.87555, -1.98522, -3.27280], [-2.70905, -3.32764, -3.24557], [-3.99883, -1.46522, -3.86759], [-4.10368, -0.08889, -3.94685], [-5.15382, 0.48693, -4.54767], [-3.15176, 0.76584, -3.38565], [-3.42403, 2.08183, -3.39939], [2.06429, 3.11048, -3.43651], [1.05891, 1.69731, -3.78941], [2.72741, 1.47797, -3.23299], [2.69879, 3.57430, -1.09312], [3.37885, 1.91352, -1.07303], [2.18875, 2.37564, 0.18563], [0.45711, 3.95281, -1.62509], [-0.02255, 2.80430, -0.41095], [-0.96453, 2.78548, -3.31471], [-1.87294, 2.80187, -1.81992], [-4.76006, -2.11679, -4.30400], [1.73377, -1.11850, -2.37029], [2.56413, -1.94321, -1.32264], [1.78128, -3.09449, -0.98189], [3.88208, -2.20074, -1.81613], [2.51217, -0.58547, 0.13851], [1.00451, -1.91052, 6.35808], [0.67433, -1.51775, 4.95378], [0.96498, -0.23080, 4.50742], [0.58422, 0.23419, 3.24187], [0.88419, 1.65492, 2.91165], [-0.06055, -0.66711, 2.38060], [-0.70487, 0.00989, 0.65963], [-0.32100, -1.98310, 2.77188], [-0.98036, -2.97779, 1.87366], [0.07358, -2.38819, 4.04244], [1.59943, -1.14265, 6.86295], [1.50984, -2.86719, 6.40504], [0.10930, -2.03402, 6.96985], [1.49418, 0.47741, 5.15240], [1.41054, 2.12547, 3.74550], [-0.04808, 2.23183, 2.74193], [1.48423, 1.75930, 2.02101], [-0.41390, -3.16287, 0.95998], [-1.97243, -2.62908, 1.50985], [-1.12655, -3.92535, 2.34443], [-0.18102, -3.39866, 4.33807]],
  "lumo_energy_ev": -1.00,
  "mol_weight_g_mol": 593.3,
  "homo_energy_ev": -8.46,
  "relative_energy_ev": 0.000,
  "total_energy_ha": -5519.25396
}


# 6
{
  "formula": "C19H22IrN8O6S2",
  "method": "ωB97M-V with the def2-TZVPD basis set",
  "symbols": ["Ir", "O", "C", "O", "C", "C", "N", "N", "C", "C", "O", "O", "H", "H", "H", "N", "C", "N", "C", "C", "S", "C", "C", "S", "C", "N", "N", "H", "H", "H", "H", "H", "H", "C", "C", "O", "O", "H", "H", "H", "N", "C", "N", "C", "C", "C", "C", "C", "H", "H", "H", "H", "H", "H", "H", "H", "H", "H"],
  "xyz": [[1.36285, -0.23722, 1.22482], [-3.96221, 1.90461, 0.30972], [-2.99243, 2.60814, -0.25546], [-3.17450, 3.36029, -1.17616], [-1.61106, 2.39521, 0.26758], [-0.52563, 3.20833, -0.01939], [0.55856, 2.63922, 0.51708], [0.24477, 1.49331, 1.13750], [-1.06429, 1.33721, 0.98911], [-1.61459, 0.08993, 1.58070], [-2.81341, 0.02081, 1.83683], [-0.72770, -0.80403, 1.77960], [-3.62392, 1.27781, 1.00376], [-0.49222, 4.14789, -0.54778], [1.53286, 2.90096, 0.45859], [3.93010, -2.19088, -0.45829], [3.44905, -2.57273, 0.70922], [2.60635, -1.89108, 1.49014], [2.36814, -2.60336, 2.67368], [2.96080, -3.79036, 2.78095], [3.91490, -4.09420, 1.37815], [1.54528, -1.91068, 3.63822], [0.97493, -2.35572, 4.76331], [0.04149, -1.10121, 5.49509], [0.47057, -0.03852, 4.22633], [1.27787, -0.57898, 3.33163], [0.07851, 1.24810, 4.19839], [3.56347, -1.36137, -0.94079], [4.52952, -2.81473, -0.97031], [2.91579, -4.48892, 3.59889], [1.01656, -3.34377, 5.18934], [-0.65290, 1.56490, 4.81055], [0.26207, 1.78344, 3.36727], [3.58898, 2.36582, -1.38045], [3.21471, 0.99092, -0.87862], [3.42604, 0.00985, -1.56307], [2.62378, 1.03012, 0.28917], [4.35418, 2.27961, -2.14492], [3.93984, 3.00246, -0.56823], [2.70129, 2.82467, -1.82509], [0.68227, -0.80641, -0.59656], [-0.29352, -0.58274, -1.19902], [-1.34651, -0.36845, -1.90417], [-1.33566, 0.62564, -3.00764], [-2.02489, 0.03573, -4.22575], [-3.42098, -0.46787, -3.86357], [-3.33356, -1.53012, -2.76780], [-2.65638, -0.96561, -1.53026], [-0.30029, 0.88983, -3.21675], [-1.86240, 1.52160, -2.66871], [-1.42276, -0.78929, -4.61559], [-2.07774, 0.80615, -4.99548], [-3.90928, -0.87899, -4.74635], [-4.03096, 0.36965, -3.50928], [-2.77737, -2.39840, -3.13094], [-4.32930, -1.86812, -2.47916], [-2.48283, -1.72071, -0.76611], [-3.27626, -0.17775, -1.09391]],
  "total_charge": 1,
  "lumo_energy_ev": -2.97,
  "mol_weight_g_mol": 714.8,
  "homo_energy_ev": -10.89,
  "relative_energy_ev": 1.973,
  "total_energy_ha": -2527.33670
}